Entry 1:
C21H27ClN2O3 in the gas phase. Source: the OMol25 dataset; level of theory: wB97M-V/def2-TZVPD.

Results
Kohn-Sham gap ... 8.967 eV
LUMO energy ... 0.02340 Ha
Largest force on an atom ... 0.556 eV Å⁻¹
Total charge ... 0
SMILES ... CCOc1cc(CNCC(C)C)c(Cl)cc1OCC(=O)Nc1ccccc1
HOMO energy ... -8.331 eV

CARTESIAN COORDINATES (ANGSTROEM)
Cl -4.53 -0.03 -0.32
O 1.16 0.64 0.92
O 0.59 -5.09 1.87
O 0.12 -1.69 1.00
N -2.38 3.58 -1.29
N 1.94 -3.24 1.85
C 3.40 -5.04 2.64
C -2.99 2.02 -4.75
C -2.17 2.98 -2.59
C 3.28 1.65 1.23
C 3.18 -3.71 2.29
C -4.21 3.96 -3.73
C -3.42 2.69 -3.45
C -2.08 -0.86 0.37
C -2.86 0.25 0.04
C -0.75 -0.70 0.67
C -0.17 0.59 0.62
C -3.12 2.75 -0.34
C 4.66 -5.42 3.07
C -2.32 1.52 0.00
C -0.36 -3.01 1.17
C 1.82 1.89 0.88
C 0.78 -3.91 1.67
C 5.70 -4.51 3.16
C 5.47 -3.19 2.80
C 4.22 -2.79 2.37
C -0.97 1.67 0.30
H -5.05 3.75 -4.38
H -1.17 -3.05 1.91
H 3.35 1.23 2.23
H -4.59 4.40 -2.81
H -2.45 1.11 -4.56
H -3.25 3.35 0.56
H 3.72 0.96 0.52
H -2.54 -1.83 0.39
H 1.36 2.59 1.60
H -2.35 2.69 -5.33
H 4.04 -1.76 2.10
H -4.06 1.99 -2.90
H -2.85 4.47 -1.40
H -3.57 4.70 -4.22
H -1.51 3.65 -3.15
H 1.90 -2.25 1.63
H 4.83 -6.46 3.35
H -3.86 1.78 -5.36
H -4.11 2.46 -0.70
H 3.82 2.59 1.20
H 6.67 -4.82 3.49
H -0.73 -3.43 0.23
H -0.56 2.67 0.25
H 1.73 2.33 -0.12
H -1.63 2.04 -2.43
H 6.27 -2.47 2.87
H 2.60 -5.75 2.58

Mulliken atomic charge list, values in e, 2 entries: number 1, Cl, carries -0.25; number 2, O, carries -0.31

Entry 2:
C21H27ClN2O5 in the gas phase. Source: the OMol25 dataset; level of theory: wB97M-V/def2-TZVPD.

Results
Kohn-Sham gap ... 9.705 eV
LUMO energy ... 0.01505 Ha
Largest force on an atom ... 0.492 eV Å⁻¹
Total charge ... 0
SMILES ... COc1c(C)cc(C(=O)NCCCOCCNC(=O)C#C[C@H]2CCOC2)cc1Cl
HOMO energy ... -9.295 eV

CARTESIAN COORDINATES (ANGSTROEM)
Cl -4.49 -1.78 1.49
O -4.99 -0.11 -0.92
O -2.17 -1.95 -2.96
O 4.34 -1.05 -0.96
O 4.51 0.76 3.05
O 0.78 1.65 0.92
N 3.43 0.67 0.20
N 0.29 0.38 2.72
C -1.35 0.62 0.94
C -1.15 -1.78 -1.98
C -1.72 1.32 -0.20
C 0.00 0.93 1.53
C -0.18 -1.20 -4.06
C -6.11 0.56 -0.34
C 3.90 -0.31 3.73
C -3.81 0.15 -0.29
C -1.53 -1.94 -4.23
C 1.05 -0.58 -1.95
C 5.24 0.43 1.87
C -0.24 -0.72 -2.60
C 2.52 -0.63 3.17
C 2.11 -0.46 -1.40
C -2.22 -0.33 1.46
C -3.44 -0.56 0.85
C -3.31 1.79 -2.11
C 4.71 1.18 0.67
C -2.94 1.09 -0.83
C 1.58 0.55 3.37
C 3.40 -0.31 -0.73
H -1.38 -2.96 -4.58
H -0.06 -0.38 -4.76
H 3.82 0.01 4.77
H 2.12 -1.52 3.67
H -0.77 0.24 -2.56
H -4.23 2.36 -2.00
H -0.42 -0.14 3.21
H -6.26 0.25 0.70
H 1.41 0.72 4.44
H -5.98 1.65 -0.38
H 6.29 0.71 2.03
H -3.48 1.06 -2.90
H -6.98 0.28 -0.93
H -2.20 -1.43 -4.93
H -1.97 -0.95 2.32
H 0.66 -1.89 -4.19
H -1.62 -1.47 -1.05
H 5.20 -0.64 1.67
H 2.03 1.46 2.96
H -0.59 -2.71 -1.82
H 4.54 -1.20 3.71
H 2.60 -0.85 2.11
H -1.02 2.04 -0.60
H -2.52 2.47 -2.42
H 5.43 1.09 -0.14
H 2.58 1.20 0.36
H 4.58 2.24 0.92

Mulliken atomic charge list, values in e, 2 entries: number 1, Cl, carries -0.22; number 2, O, carries -0.48

Entry 3:
A molecular structure, C21H27CrGeN2O8S4Se. Source: the OMol25 dataset; level of theory: wB97M-V/def2-TZVPD.

Results
Spin multiplicity ... 2
Kohn-Sham gap (alpha / beta) ... 7.151 / 7.596 eV
LUMO energy (alpha / beta) ... -0.03776 / -0.02206 Ha
Largest force on an atom ... 0.975 eV Å⁻¹
Total charge ... 0
HOMO energy (alpha / beta) ... -8.179 / -8.196 eV

CARTESIAN COORDINATES (ANGSTROEM)
Se -0.81 -2.18 -0.66
Ge 0.13 -0.53 -3.63
Cr -0.20 -0.59 1.26
S 1.82 2.90 -1.07
S -0.25 0.29 3.88
S 3.07 0.77 0.57
S 0.97 -2.67 2.50
O 1.56 -3.96 2.36
O 0.58 0.63 2.67
O -4.44 0.37 0.58
O -1.42 -0.37 3.31
O -1.84 0.24 0.70
O -0.44 1.37 4.79
O -0.47 -2.54 2.19
O 1.56 -1.61 1.62
N -0.57 1.67 -0.54
N 0.45 0.93 0.06
C -1.73 1.25 -0.13
C -4.00 3.54 -2.05
C -2.88 2.95 -1.52
C 2.00 -0.74 -3.12
C 3.58 3.09 -0.69
C -5.37 2.00 -0.81
C -0.30 1.34 -3.94
C 1.20 -2.14 4.18
C 1.94 -3.01 4.97
C 0.70 -0.95 4.74
C 0.96 -0.68 6.08
C 1.69 -1.57 6.86
C -5.26 3.06 -1.68
C -0.16 -1.50 -5.30
C 0.78 -3.21 -1.04
C 1.61 1.45 -0.12
C 4.17 1.71 -0.51
C -1.18 -1.33 -2.37
C -2.96 1.87 -0.64
C -4.23 1.39 -0.27
C 2.18 -2.73 6.31
H 3.69 3.68 0.23
H 2.75 -3.43 6.91
H 2.30 -1.78 -3.08
H -6.15 3.52 -2.09
H -1.22 -1.46 -5.58
H 0.86 -3.96 -0.26
H -6.34 1.62 -0.51
H 0.12 -2.55 -5.21
H -1.95 -0.60 -2.14
H 2.31 -3.93 4.53
H -3.91 4.38 -2.73
H 4.04 3.63 -1.51
H 1.66 -2.58 -1.04
H 0.49 1.80 -4.53
H 2.61 -0.24 -3.87
H 2.21 -0.28 -2.15
H -1.89 3.31 -1.79
H -1.68 -2.13 -2.92
H -0.40 1.89 -3.01
H -3.58 0.08 0.92
H -1.24 1.42 -4.50
H 4.27 1.20 -1.48
H 0.57 0.23 6.50
H 5.15 1.74 -0.03
H 0.42 -1.06 -6.11
H 1.87 -1.33 7.90
H 0.64 -3.69 -2.00

Mulliken atomic charge list, values in e, 2 entries: number 1, Se, carries 0.24; number 2, Ge, carries 0.48

Entry 4:
A gas-phase ion, C21H27F3N3 (charge +1). Source: the OMol25 dataset; level of theory: wB97M-V/def2-TZVPD.

Results
Kohn-Sham gap ... 6.868 eV
LUMO energy ... -0.12332 Ha
Largest force on an atom ... 3.921 eV Å⁻¹
Total charge ... +1
SMILES ... CN(C)c1ccc(/C=C/[C@@H]([NH2+]CC(F)(F)F)c2ccc(N(C)C)cc2)cc1
HOMO energy ... -10.224 eV

CARTESIAN COORDINATES (ANGSTROEM)
F -0.51 -4.93 3.33
F -1.76 -6.09 1.95
F 0.20 -5.33 1.32
N -5.94 0.89 0.86
N 6.26 2.34 -1.43
N -0.56 -2.44 1.02
C -0.79 -1.53 -0.15
C -4.66 0.37 0.51
C 2.72 1.37 -0.78
C 5.08 0.21 -1.74
C -3.27 -1.50 -0.18
C 6.51 3.24 -2.54
C -2.24 0.61 0.34
C -3.52 1.18 0.57
C 3.87 2.14 -0.89
C -2.13 -0.75 0.03
C -4.54 -0.96 0.09
C -0.91 -5.00 2.02
C 1.58 -0.89 -0.94
C 0.38 -0.53 -0.42
C 5.08 1.57 -1.34
C -6.26 1.16 2.25
C -6.71 1.71 -0.07
C 2.73 0.00 -1.13
C 3.94 -0.55 -1.62
C 7.02 2.65 -0.23
C -1.54 -3.70 1.52
H -2.14 -3.42 2.42
H 7.59 3.25 -2.75
H 1.71 -1.93 -1.22
H -6.47 2.78 0.05
H -6.49 1.39 -1.10
H -2.21 -4.03 0.73
H -5.99 2.18 2.55
H -5.42 -1.57 0.04
H -1.39 1.26 0.46
H 3.96 -1.60 -1.90
H 6.74 3.64 0.16
H -7.78 1.55 0.16
H 0.32 -2.96 0.84
H 6.21 4.27 -2.29
H 1.81 1.83 -0.40
H 0.14 0.55 -0.42
H 6.83 1.89 0.53
H 8.08 2.67 -0.49
H -5.74 0.45 2.90
H -0.61 -1.92 1.92
H -3.22 -2.53 -0.52
H -3.61 2.21 0.87
H -0.85 -2.16 -1.08
H 5.97 2.91 -3.43
H 3.85 3.20 -0.63
H 6.01 -0.21 -2.13
H -7.34 1.05 2.40

Mulliken atomic charge list, values in e, 2 entries: number 1, F, carries -0.24; number 2, F, carries -0.23

Entry 5:
A molecular structure, C21H27HfO2Si. Source: the OMol25 dataset; level of theory: wB97M-V/def2-TZVPD.

Results
Kohn-Sham gap ... 4.440 eV
LUMO energy ... -0.23417 Ha
Largest force on an atom ... 5.241 eV Å⁻¹
Total charge ... +1
HOMO energy ... -10.812 eV

CARTESIAN COORDINATES (ANGSTROEM)
Hf -0.25 0.63 0.18
Si -1.23 3.89 1.22
O -0.52 2.44 0.85
O 1.36 -0.29 0.47
C -2.89 3.63 2.10
C 1.17 0.62 -2.16
C 2.23 -2.22 -0.87
C 2.19 -4.41 -1.96
C 0.98 2.03 -2.18
C -0.12 -0.01 -2.08
C -1.73 4.85 -0.33
C -2.07 -1.00 0.02
C -1.84 0.14 2.03
C 2.26 -5.79 -1.89
C 2.10 -3.60 -0.78
C 0.07 4.81 2.23
C 1.96 -5.69 0.52
C -1.11 1.04 -1.99
C -0.41 2.29 -2.09
C 2.15 -6.44 -0.65
C -2.53 0.13 0.77
C -0.97 -0.99 2.06
C 1.93 -4.31 0.47
C -1.11 -1.69 0.82
C 2.40 -1.27 0.27
H -3.41 0.75 0.53
H -0.40 -1.34 2.92
H 2.23 -1.77 -1.85
H 1.86 -6.20 1.48
H -0.27 5.82 2.49
H 0.29 4.27 3.16
H 2.55 -1.80 1.22
H -2.18 5.79 -0.01
H -0.31 -1.08 -2.24
H 2.23 -7.52 -0.60
H 1.77 2.76 -2.31
H -2.47 4.31 -0.93
H -0.88 3.27 -2.20
H -3.38 4.61 2.22
H 3.30 -0.70 0.03
H -0.87 5.09 -0.97
H -2.06 0.81 2.86
H -0.67 -2.66 0.60
H -2.48 -1.36 -0.93
H 1.83 -3.72 1.40
H 2.13 0.13 -2.32
H -2.78 3.18 3.09
H -3.56 3.00 1.50
H 2.28 -3.88 -2.92
H 1.01 4.90 1.67
H -2.20 0.93 -2.07
H 2.42 -6.37 -2.80

Mulliken atomic charge list, values in e, 2 entries: number 1, Hf, carries 2.61; number 2, Si, carries 0.32

Entry 6:
A molecular structure, C21H27IrN5. Source: the OMol25 dataset; level of theory: wB97M-V/def2-TZVPD.

Results
Spin multiplicity ... 5
Kohn-Sham gap (alpha / beta) ... 8.231 / 5.753 eV
LUMO energy (alpha / beta) ... -0.36054 / -0.45721 Ha
Largest force on an atom ... 0.349 eV Å⁻¹
Total charge ... +3
HOMO energy (alpha / beta) ... -18.041 / -18.194 eV

CARTESIAN COORDINATES (ANGSTROEM)
Ir -0.02 -0.30 -0.16
N 0.00 1.86 -0.72
N -2.13 0.35 -0.71
N 2.12 0.33 -0.56
N -0.02 -0.81 2.01
N -0.02 -2.59 -0.38
C -3.17 -0.50 -0.77
C 1.27 -0.34 2.59
C 0.02 4.58 -1.02
C -1.18 3.90 -0.93
C -2.37 1.68 -0.78
C -4.48 -0.06 -0.89
C -3.65 2.17 -0.88
C 4.71 1.20 -0.92
C -1.16 2.53 -0.79
C 1.17 2.50 -0.83
C -1.32 -3.29 -0.54
C -1.16 -0.12 2.67
C 0.58 -2.97 0.93
C 4.46 -0.13 -0.64
C -4.72 1.30 -0.94
C -0.14 -2.29 2.09
C 3.15 -0.52 -0.47
C 2.36 1.63 -0.79
C 1.22 3.87 -0.97
C 3.65 2.09 -0.98
C 0.84 -3.04 -1.50
H 1.63 -2.70 0.92
H -5.28 -0.79 -0.95
H 5.25 -0.86 -0.57
H 2.92 -1.55 -0.23
H 0.35 -2.82 -2.45
H 1.26 -0.52 3.67
H 0.53 -4.05 1.06
H -1.19 -2.55 2.10
H 5.73 1.55 -1.07
H 1.00 -4.12 -1.43
H -1.18 -0.38 3.73
H -2.11 4.44 -0.99
H -2.00 -3.06 0.27
H 3.84 3.14 -1.18
H -2.95 -1.55 -0.74
H -5.73 1.68 -1.02
H 0.29 -2.64 3.03
H 0.04 5.66 -1.13
H -1.14 -4.37 -0.54
H 2.16 4.40 -1.05
H -1.05 0.96 2.58
H 2.11 -0.87 2.15
H -1.76 -3.03 -1.50
H 1.80 -2.54 -1.49
H -3.82 3.24 -0.94
H -2.10 -0.44 2.22
H 1.38 0.73 2.43

Mulliken atomic charge list, values in e, 2 entries: number 1, Ir, carries 2.08; number 2, N, carries 0.31

Entry 7:
A molecular structure, C21H27N10OPdS. Source: the OMol25 dataset; level of theory: wB97M-V/def2-TZVPD.

Results
Kohn-Sham gap ... 6.584 eV
LUMO energy ... 0.09917 Ha
Largest force on an atom ... 0.505 eV Å⁻¹
Total charge ... -1
HOMO energy ... -3.885 eV

CARTESIAN COORDINATES (ANGSTROEM)
Pd -0.77 -1.11 -0.60
S -3.72 -0.06 -0.20
O 2.76 2.84 0.12
N 1.39 -1.32 0.01
N 0.47 2.46 0.22
N -0.33 -0.18 2.06
N 1.33 1.03 2.86
N -3.09 -1.15 -2.52
N 2.63 -7.77 -2.88
N -1.75 0.72 -2.01
N -1.81 2.82 0.60
N -0.16 4.52 1.04
N 3.03 0.04 0.57
C 2.45 -1.52 -0.85
C 1.04 -5.98 -1.90
C -0.59 3.24 0.62
C 0.93 0.15 1.91
C -0.14 -5.63 -2.56
C 0.23 1.29 3.66
C 0.49 -4.40 -0.16
C 1.24 4.63 0.71
C 1.58 3.20 0.29
C 1.92 -6.97 -2.44
C -0.99 5.68 0.83
C -2.54 1.65 -2.80
C 3.46 -0.68 -0.52
C 1.77 -0.38 0.85
C -2.21 -1.67 -3.56
C -0.98 -4.68 -2.02
C -1.58 -3.00 -0.26
C -2.42 -0.43 -1.46
C 1.34 -5.35 -0.68
C -0.69 -4.02 -0.81
C -0.77 0.52 3.15
H 2.25 -5.62 -0.16
H 2.22 1.49 2.92
H -2.43 3.54 0.94
H -1.87 -0.86 -4.20
H -1.33 -2.17 -3.16
H -3.01 0.92 0.39
H -1.89 -4.42 -2.55
H -0.39 -6.11 -3.50
H -1.87 2.43 -3.17
H -3.65 -1.89 -2.12
H -1.27 1.24 -1.28
H -0.98 6.02 -0.21
H -1.80 0.47 3.48
H -2.78 -2.37 -4.18
H 1.86 4.93 1.56
H -2.59 -3.06 -0.64
H 2.39 -2.24 -1.64
H 0.75 -3.91 0.77
H -1.58 -2.99 0.83
H -0.65 6.50 1.47
H 1.44 5.32 -0.11
H 3.39 0.94 0.81
H 4.41 -0.48 -0.99
H -2.02 5.47 1.11
H -2.98 1.13 -3.65
H 0.28 1.98 4.48
H -3.34 2.12 -2.22

Mulliken atomic charge list, values in e, 2 entries: number 1, Pd, carries 0.11; number 2, S, carries -0.33

Entry 8:
C21H27N3O2 in the gas phase. Source: the OMol25 dataset; level of theory: wB97M-V/def2-TZVPD.

Results
Kohn-Sham gap ... 7.964 eV
LUMO energy ... 0.02463 Ha
Largest force on an atom ... 0.606 eV Å⁻¹
Total charge ... 0
SMILES ... COc1ccc(C)cc1NC(=O)CCN1CCN(c2ccccc2)CC1
HOMO energy ... -7.293 eV

CARTESIAN COORDINATES (ANGSTROEM)
O 1.95 -1.61 0.06
O 4.79 2.35 0.10
N -4.24 -0.83 -0.38
N -1.76 0.27 0.66
N 3.04 0.39 0.10
C -7.45 0.33 1.05
C -8.12 0.74 -0.08
C -3.26 -0.23 -1.27
C -5.50 -0.27 -0.25
C 4.39 0.03 -0.02
C -7.48 0.63 -1.31
C 1.94 -0.40 0.13
C -3.56 -1.42 0.75
C 5.68 3.45 0.12
C 5.32 1.09 -0.01
C 7.09 -0.52 -0.24
C -0.57 -0.51 0.37
C -2.41 0.81 -0.52
C 6.67 0.80 -0.12
C -6.20 0.13 -1.40
C 0.66 0.41 0.28
C -2.73 -0.38 1.51
C -6.16 -0.17 0.98
C 4.83 -1.27 -0.13
C 6.18 -1.56 -0.24
C 6.63 -2.99 -0.36
H -2.22 -0.83 2.36
H -8.00 0.93 -2.21
H -3.40 0.41 1.89
H 7.40 1.59 -0.12
H -1.66 1.23 -1.19
H 0.57 1.08 -0.57
H -0.40 -1.21 1.19
H 6.27 -3.57 0.48
H 0.71 1.02 1.19
H 7.71 -3.06 -0.40
H 2.91 1.39 0.17
H -5.67 -0.46 1.89
H 6.22 -3.43 -1.27
H 4.10 -2.07 -0.13
H 8.15 -0.72 -0.32
H 5.05 4.33 0.22
H 6.37 3.39 0.97
H -4.29 -1.91 1.41
H -7.93 0.40 2.02
H -2.89 -2.20 0.36
H -3.07 1.62 -0.19
H -3.76 0.26 -2.11
H -0.64 -1.09 -0.55
H -5.75 0.03 -2.37
H -2.62 -1.03 -1.67
H -9.12 1.13 -0.02
H 6.25 3.51 -0.81

Mulliken atomic charge list, values in e, 2 entries: number 1, O, carries -0.67; number 2, O, carries -0.46

| no. | energy (Ha) |
| --- | --- |
| 1 | -1611.851645 |
| 2 | -1762.281298 |
| 3 | -8643.478744 |
| 4 | -1279.940081 |
| 5 | -1304.247444 |
| 6 | -1193.469604 |
| 7 | -1965.374208 |
| 8 | -1131.165446 |